DFT (ωB97M-V/def2-TZVPD) results for a gas-phase ion, C7H16NO (charge +1) at a distorted geometry.

Computed properties:
E   -405.8433 Eh
Kohn-Sham gap (alpha / beta)   9.06 / 9.06 eV
Strongest force on any atom   5.0 eV/Å
E_HOMO (alpha / beta)   -12.6680 / -12.6695 eV
Net charge   +1
Spin multiplicity   1
Energy relative to the best compared isomer or geometry (same formula, charge and spin)   606.7 kJ/mol

```
25
Properties=species:S:1:pos:R:3:forces:R:3
O -0.1010 0.2302 -1.5422 0.0 1.0 0.0
N 0.1572 0.7369 1.1538 -1.5 -2.1 -4.2
C 1.2549 0.5296 2.0198 2.7 -1.3 -0.7
C -0.1507 -0.6767 -0.4520 -0.1 -0.1 3.4
C 0.2892 1.8678 0.2432 -2.0 1.1 2.2
C 1.0248 0.0743 -2.3523 2.7 -2.4 -2.8
C -0.3942 1.6509 -1.0981 0.3 1.2 -0.2
C -1.5078 -1.3918 -0.2581 3.3 -0.7 2.6
C -1.6754 -1.8023 1.2737 3.7 3.0 -0.8
H 0.8454 -0.7275 -3.1188 -0.1 -0.1 1.4
H 0.1065 2.3923 -1.8388 -1.5 -1.6 0.8
H 2.3428 0.2739 1.5640 -2.2 1.2 0.6
H 1.9763 -0.1367 -1.8202 -0.9 0.2 0.1
H 0.7595 -1.2873 -0.4471 -0.4 0.2 0.0
H 1.2677 2.3408 0.2228 0.4 -0.4 -0.6
H 1.1180 -0.3311 2.6543 -0.6 -0.2 0.3
H -2.4175 -2.4919 1.3420 -2.6 -1.5 0.5
H 1.2338 0.7974 -3.1128 -0.5 1.7 0.4
H -2.2297 -0.8639 -0.7527 -2.3 1.8 -0.5
H -1.7310 -0.8316 1.8487 -0.4 -1.5 -0.3
H -0.7429 -2.3671 1.6316 -1.0 1.0 -0.7
H 1.2334 1.4216 2.6407 0.6 0.1 0.3
H -0.3512 2.6530 0.8123 0.8 -0.7 -1.3
H -1.5049 1.5446 -1.1197 0.9 1.0 0.3
H -1.5399 -2.3301 -0.7454 0.6 -1.1 -1.0
```
Positions in Å, forces in eV/Å.

In the Löwdin picture, each atom carries the following charge in e:
1 O -0.207
2 N -0.056
3 C -0.151
4 C -0.032
5 C -0.218
6 C -0.014
7 C 0.001
8 C -0.146
9 C -0.049
10 H 0.145
11 H 0.177
12 H 0.134
13 H 0.137
14 H 0.145
15 H 0.120
16 H 0.069
17 H 0.029
18 H 0.109
19 H 0.080
20 H 0.087
21 H 0.106
22 H 0.098
23 H 0.173
24 H 0.159
25 H 0.103

***

DFT (ωB97M-V/def2-TZVPD) results for a single C3H5NO2 molecule at a distorted geometry.

Computed properties:
E   -322.4954 Eh
Kohn-Sham gap   10.70 eV
Strongest force on any atom   1.6 eV/Å
E_HOMO   -9.9718 eV
Spin multiplicity   1
Energy relative to the best compared isomer or geometry (same formula, charge and spin)   207.1 kJ/mol

```
11
Properties=species:S:1:pos:R:3:forces:R:3
O 1.1407 -1.6758 -0.6515 1.2 -0.6 -0.6
O -1.4130 0.5835 2.1016 -0.2 0.1 -0.4
N 0.6437 0.4364 -0.3539 -0.6 -1.4 0.2
C 1.5139 -0.5196 -0.7010 0.1 -0.9 -0.1
C -0.7013 -0.3640 0.0472 0.4 1.2 -0.1
C -1.2952 0.6770 0.9068 -0.4 0.4 0.4
H -1.4892 1.6027 0.3381 -0.4 0.4 0.3
H 0.9545 1.4274 -0.3823 -1.2 -1.1 0.4
H 2.5262 -0.2463 -1.0289 -0.1 0.3 0.1
H -1.2325 -0.5958 -0.8862 0.1 0.4 0.2
H -0.6476 -1.3253 0.6100 1.0 1.1 -0.4
```
Positions in Å, forces in eV/Å.

In the Löwdin picture, each atom carries the following charge in e:
1 O -0.012
2 O 0.073
3 N 0.060
4 C -0.397
5 C -0.082
6 C -0.304
7 H 0.120
8 H 0.149
9 H 0.132
10 H 0.126
11 H 0.136

***

DFT (ωB97M-V/def2-TZVPD) results for 4 unconnected molecules or ions with the total composition C12H32Br2O7PS at a distorted geometry.

Computed properties:
E   -6890.2609 Eh
Kohn-Sham gap   5.72 eV
Strongest force on any atom   2.8 eV/Å
E_HOMO   -11.3314 eV
Net charge   +1
Spin multiplicity   1
Energy relative to the best compared isomer or geometry (same formula, charge and spin)   43.2 kJ/mol

```
55
Properties=species:S:1:pos:R:3:forces:R:3
Br 2.7864 4.1726 -0.6988 0.0 -0.3 -0.3
Br 0.1027 3.6748 -4.0283 -0.2 -0.1 0.3
S 0.8542 3.2380 -0.6441 -0.3 -0.4 1.0
P -0.3246 4.5491 -2.0831 1.7 1.8 -1.2
O 0.6282 0.4921 4.5657 -0.2 -0.2 0.2
O 2.6949 2.3582 5.4458 0.0 0.1 0.4
O -2.1563 0.0946 -3.5146 0.0 -0.1 0.1
O 1.5174 -3.9155 0.3142 -0.2 -0.1 -0.2
O 1.2733 -1.0158 0.1429 0.1 0.1 0.0
O -1.7732 4.0884 -1.7652 -0.7 -1.3 -1.3
O -3.8280 -1.2962 -5.4641 -0.1 0.2 -0.2
C 1.5691 -1.7386 1.3345 0.3 0.4 0.1
C 1.8005 -3.9544 -1.0704 0.1 0.0 0.0
C -2.9070 -1.0891 -3.2510 0.2 0.0 0.1
C -0.2162 0.9604 5.6045 0.0 0.0 0.0
C 1.1788 1.5128 3.7794 -0.1 -0.2 -0.5
C 2.3144 -3.0060 1.0355 0.1 -0.3 0.2
C -3.0574 -1.9399 -4.4786 -0.2 -0.3 -0.1
C 2.6030 1.8090 4.1605 0.3 0.3 -0.2
C 3.0872 1.4268 6.4408 0.1 0.0 0.0
C -3.0112 1.2000 -3.6955 -0.1 0.1 0.0
C -3.0634 -0.7215 -6.5052 0.0 -0.1 0.0
C -0.0578 -1.2032 -0.2752 -0.2 0.1 0.0
H -0.3431 -2.2549 -0.2470 -0.1 0.0 0.0
H 2.5806 -3.4830 1.9814 0.1 0.0 0.1
H -3.7220 -0.0665 -7.0666 -0.1 0.0 -0.1
H 0.2478 1.7767 6.1607 0.0 0.0 0.0
H -1.9551 4.2035 -0.8543 -1.0 0.3 1.8
H 0.9473 2.0139 -1.1957 0.5 -0.2 -0.3
H -2.0765 -2.2137 -4.8726 0.1 0.0 0.0
H -2.6805 -1.4948 -7.1780 0.1 0.0 0.0
H 0.6563 -1.9520 1.8925 -0.1 0.0 0.0
H -2.4440 2.0026 -4.1553 0.1 0.1 -0.1
H -0.1382 -0.8420 -1.2964 0.0 0.1 -0.2
H -0.3909 0.1285 6.2777 0.0 -0.1 0.1
H 0.9917 -4.4968 -1.5507 -0.1 -0.1 0.0
H 0.5699 2.4197 3.8416 0.0 0.1 0.0
H 1.8606 -2.9500 -1.4992 0.0 0.0 0.0
H -3.5807 -2.8586 -4.2025 0.0 -0.1 0.0
H 3.2371 -2.7866 0.4946 0.1 0.0 0.0
H -3.8423 0.9415 -4.3503 -0.1 0.1 0.0
H -2.2260 -0.1361 -6.1150 0.0 0.0 0.0
H -0.7430 -0.6260 0.3613 -0.1 -0.1 0.0
H -1.1782 1.2950 5.2010 0.0 0.0 0.0
H 3.0058 2.5540 3.4630 0.0 -0.1 -0.1
H -2.3751 -1.6611 -2.4986 0.2 -0.1 0.3
H 2.5187 0.4989 6.3684 0.0 0.0 0.0
H 2.7388 -4.4842 -1.2602 0.0 0.0 0.0
H -3.8909 -0.8340 -2.8516 0.0 0.0 0.0
H 1.1602 1.1588 2.7370 0.0 0.1 0.0
H 2.8946 1.8846 7.4039 0.0 0.1 0.1
H 3.2103 0.9038 4.0785 0.0 -0.1 0.0
H 2.2003 -1.0953 1.9526 0.0 0.0 0.1
H -3.4041 1.5513 -2.7332 -0.1 0.0 0.0
H 4.1557 1.2059 6.3633 0.0 0.0 0.0
```
Positions in Å, forces in eV/Å.

In the Löwdin picture, each atom carries the following charge in e:
1 Br 0.413
2 Br 0.415
3 S 0.245
4 P 0.309
5 O -0.188
6 O -0.181
7 O -0.201
8 O -0.181
9 O -0.207
10 O -0.347
11 O -0.182
12 C -0.200
13 C -0.105
14 C -0.199
15 C -0.096
16 C -0.233
17 C -0.209
18 C -0.210
19 C -0.225
20 C -0.095
21 C -0.127
22 C -0.104
23 C -0.125
24 H 0.090
25 H 0.133
26 H 0.091
27 H 0.087
28 H 0.050
29 H -0.069
30 H 0.130
31 H 0.093
32 H 0.133
33 H 0.043
34 H 0.076
35 H 0.092
36 H 0.090
37 H 0.125
38 H 0.082
39 H 0.133
40 H 0.129
41 H 0.090
42 H 0.082
43 H 0.091
44 H 0.090
45 H 0.123
46 H 0.114
47 H 0.085
48 H 0.093
49 H 0.131
50 H 0.110
51 H 0.091
52 H 0.128
53 H 0.118
54 H 0.088
55 H 0.092

***

DFT (ωB97M-V/def2-TZVPD) results for 2 unconnected molecules or ions with the total composition C4H8O3.

Computed properties:
E   -382.8829 Eh
Kohn-Sham gap   9.65 eV
Strongest force on any atom   0.7 eV/Å
E_HOMO   -8.7706 eV
Spin multiplicity   1
Energy relative to the best compared isomer or geometry (same formula, charge and spin)   215.1 kJ/mol

```
15
Properties=species:S:1:pos:R:3:forces:R:3
O 0.0517 -0.9113 2.1612 0.2 0.0 0.0
O 2.0172 -0.3439 0.3153 0.3 0.4 0.4
O 0.0359 -1.5116 -0.8178 -0.5 0.0 -0.3
C 0.2324 0.3434 1.6723 -0.2 0.1 0.1
C -0.8705 -0.7044 -0.7692 0.1 0.0 0.0
C 1.1783 0.6419 0.7834 0.1 0.2 0.0
C -0.9695 0.5292 -1.6191 -0.1 0.0 -0.1
H 0.7822 -1.4408 1.7988 -0.2 -0.1 0.1
H 1.5015 -0.8609 -0.3272 0.1 -0.3 -0.2
H -0.0219 0.7590 -2.1145 -0.2 -0.1 0.1
H -1.7298 -0.9148 -0.1076 0.0 0.1 0.0
H -1.3253 1.3981 -1.0503 0.1 -0.3 -0.1
H -0.4898 1.0622 2.0477 0.2 0.0 0.0
H 1.3363 1.6507 0.4075 -0.1 -0.2 0.1
H -1.7287 0.3032 -2.3804 0.1 0.1 0.0
```
Positions in Å, forces in eV/Å.

In the Löwdin picture, each atom carries the following charge in e:
1 O 0.008
2 O -0.031
3 O 0.009
4 C -0.209
5 C -0.302
6 C -0.218
7 C -0.046
8 H 0.105
9 H 0.046
10 H 0.090
11 H 0.132
12 H 0.086
13 H 0.124
14 H 0.117
15 H 0.088